Record 1
{"formula": "C14H17CoNO2", "method": "ωB97M-V/def2-TZVPD", "multiplicity": 4, "s_squared": 3.774, "relative_energy_kj_mol": 31.8, "total_charge": 0, "elements": ["C", "C", "C", "H", "C", "H", "H", "H", "C", "H", "H", "C", "H", "H", "C", "H", "H", "C", "H", "H", "Co", "H", "O", "C", "O", "C", "C", "C", "C", "C", "N", "H", "H", "H", "H"], "coordinates": [[0.752286, -1.708332, -1.647819], [0.017351, 1.571812, -1.684475], [-0.701794, -1.852267, -1.755561], [1.297266, -2.613611, -2.042513], [-1.269162, 1.401344, -1.391867], [0.673985, 2.102942, -0.984333], [-1.148242, -2.801686, -1.479810], [-1.644270, 1.853554, -0.472956], [-1.666627, -1.020716, -2.475616], [-2.641427, -1.562091, -2.490003], [-1.405697, -0.918823, -3.543830], [1.524091, -0.481844, -2.214789], [2.208265, -0.777423, -3.032233], [2.177251, -0.112375, -1.417349], [0.775758, 0.775376, -2.705310], [0.159980, 0.574600, -3.594063], [1.579653, 1.467138, -3.029488], [-2.180810, 0.381259, -1.976146], [-2.719806, 0.847198, -2.827157], [-2.966193, 0.243297, -1.211606], [0.218602, -1.813261, 0.801450], [1.110799, -1.814277, -0.531327], [-1.725545, -1.638539, 4.110457], [-1.048365, -1.325603, 3.124468], [-1.186089, -1.986745, 1.991042], [-0.088221, -0.196294, 3.155583], [0.203913, 0.517356, 4.310533], [1.107502, 1.566166, 4.209095], [1.643158, 1.868837, 2.958091], [1.322516, 1.099482, 1.844126], [0.535138, 0.028525, 1.990439], [-0.282460, 0.199689, 5.222925], [1.382901, 2.106916, 5.108516], [2.314435, 2.702171, 2.845365], [1.669857, 1.316238, 0.836175]], "atomic_forces_ev_per_a": [[1.184, -0.597, -0.022], [0.217, -1.062, 0.836], [-0.316, -0.290, 0.784], [-0.619, 0.572, 0.341], [0.926, -0.382, 0.899], [-0.469, 0.355, -0.361], [0.521, -0.184, 0.145], [0.014, 0.343, -0.345], [-1.840, 0.992, -0.754], [0.796, -0.011, -0.139], [0.139, 0.028, 0.237], [0.030, 0.513, 0.205], [-0.457, -0.139, 0.357], [0.104, -0.189, -0.032], [0.282, 0.650, -0.798], [0.194, -0.011, 0.289], [-0.262, -0.459, -0.239], [-0.737, 0.241, -0.328], [0.150, -0.321, 0.237], [0.319, -0.297, -0.326], [-0.339, 0.848, -0.569], [0.764, 0.130, -1.066], [1.191, 1.127, -0.554], [-2.562, -2.696, 0.283], [0.029, 0.604, 1.416], [1.084, 0.251, -0.287], [-0.156, -0.027, -0.374], [-0.119, -0.440, -0.070], [0.014, 0.256, -0.108], [-0.267, -0.368, 0.968], [-0.187, 0.158, -0.720], [0.018, 0.183, 0.034], [0.062, 0.128, -0.240], [0.122, 0.191, -0.017], [0.170, -0.097, 0.317]]}


Record 2
{"formula": "C7H10O2S", "method": "ωB97M-V/def2-TZVPD", "smiles": "CO/C(O)=C/C=C\\C=C\\S", "multiplicity": 1, "relative_energy_kj_mol": 274.1, "total_charge": 0, "elements": ["C", "C", "C", "C", "C", "C", "C", "O", "O", "S", "H", "H", "H", "H", "H", "H", "H", "H", "H", "H"], "coordinates": [[-0.573818, -1.825658, -1.543934], [-0.362918, -0.567602, -2.036059], [-0.929285, -1.915157, -0.092014], [-0.533181, 0.608321, -1.192595], [-0.175840, -1.421465, 0.891058], [0.377907, 0.778447, -0.204837], [1.052447, 2.405648, 1.360866], [1.618906, 0.310881, -0.169946], [0.000821, 1.811439, 0.589465], [-0.847104, -1.290597, 2.533431], [-0.364176, -2.694023, -2.115956], [-0.364672, -0.511863, -3.049039], [-1.961259, -2.077736, 0.064910], [-1.256213, 1.323659, -1.330836], [0.950057, -1.303448, 0.696093], [1.686044, 1.692026, 1.619972], [0.564044, 2.878820, 2.191157], [1.428482, 3.283718, 0.782085], [1.797475, 0.101642, -1.119368], [-2.107719, -1.587051, 2.125547]], "atomic_forces_ev_per_a": [[1.103, 1.910, 1.609], [-1.590, -1.655, 2.517], [1.119, 0.226, -1.068], [3.210, -2.224, -0.092], [0.913, -1.673, 0.025], [-3.197, 3.161, -2.051], [-3.368, 3.993, -1.934], [1.158, -0.088, -0.791], [1.270, -0.572, 1.172], [0.111, 0.066, -0.346], [-0.381, -0.688, -0.661], [0.449, 0.491, -3.090], [-1.101, -0.558, 0.372], [-1.646, 1.380, -0.225], [-2.151, -0.153, 1.000], [3.271, -2.558, 1.283], [-0.182, -0.164, 0.723], [0.496, -0.946, 0.241], [0.102, -0.092, 1.030], [0.413, 0.144, 0.288]]}